*1*
This record from OMol25 describes 2 unconnected molecules or ions with the total composition C4H14N. The level of theory is ωB97M-V/def2-TZVPD.

Each line ends with the natural charge from an NBO analysis.
Atoms and positions in Å:
C (2.180, -0.496, -0.072)  -0.61
C (3.438, -1.223, -0.566)  -0.61
H (1.491, -1.137, 0.475)  0.18
H (2.462, 0.384, 0.504)  0.21
H (1.640, -0.164, -0.965)  0.19
H (4.075, -0.539, -1.113)  0.22
H (3.251, -2.062, -1.241)  0.21
H (3.932, -1.691, 0.287)  0.21
C (-1.342, 0.335, 0.345)  -0.23
C (-1.476, 1.345, -0.801)  -0.65
N (-2.651, 0.081, 1.050)  -0.66
H (-0.948, -0.627, 0.021)  0.24
H (-0.598, 0.703, 1.042)  0.24
H (-1.586, 0.872, -1.779)  0.24
H (-0.548, 1.905, -0.783)  0.26
H (-3.292, -0.255, 0.337)  0.44
H (-2.495, -0.552, 1.830)  0.46
H (-3.057, 0.967, 1.327)  0.44
H (-2.375, 1.964, -0.766)  0.23

## Properties
E_HOMO: -14.474 eV
Net charge: +1
2S+1: 1
HOMO-LUMO gap: 10.58 eV



*2*
This record from OMol25 describes 2 unconnected molecules or ions with the total composition C4H14N. The level of theory is ωB97M-V/def2-TZVPD.

Each line ends with the natural charge from an NBO analysis.
Atoms and positions in Å:
C (0.554, -0.863, 0.419)  -0.21
C (0.992, -0.315, -0.941)  -0.42
C (1.785, -1.364, -1.707)  -0.61
N (0.334, 0.289, 1.389)  -0.68
H (-0.385, -1.408, 0.381)  0.23
H (1.323, -1.483, 0.877)  0.22
H (1.604, 0.573, -0.764)  0.20
H (0.093, 0.019, -1.461)  0.22
H (2.608, -1.703, -1.075)  0.21
H (1.226, -2.270, -1.927)  0.23
H (2.149, -0.976, -2.650)  0.24
H (1.239, 0.726, 1.588)  0.44
H (-0.305, 0.984, 0.985)  0.45
H (-0.059, -0.012, 2.272)  0.44
C (-2.634, 1.527, 0.511)  -0.87
H (-2.895, 0.512, 0.796)  0.22
H (-2.226, 1.660, -0.488)  0.22
H (-1.891, 1.943, 1.200)  0.17
H (-3.511, 2.160, 0.594)  0.26

## Properties
E_HOMO: -16.129 eV
Net charge: +1
2S+1: 1
HOMO-LUMO gap: 12.59 eV



*3*
This record from OMol25 describes 2 unconnected molecules or ions with the total composition C4H14N. The level of theory is ωB97M-V/def2-TZVPD.

Each line ends with the natural charge from an NBO analysis.
Atoms and positions in Å:
C (-1.208, -1.214, -1.916)  -0.44
N (-2.541, -0.999, -1.170)  -0.71
H (-1.035, -0.617, -2.737)  0.25
H (-0.346, -0.997, -1.203)  0.27
H (-1.311, -2.123, -2.548)  0.25
H (-3.342, -0.864, -1.901)  0.45
H (-2.612, -0.198, -0.615)  0.44
H (-2.983, -1.892, -0.563)  0.48
C (2.390, 0.624, 0.183)  -0.62
C (0.934, 0.425, 0.857)  -0.40
C (0.780, 1.310, 2.242)  -0.63
H (2.308, 0.403, -0.923)  0.21
H (2.779, -0.150, 0.848)  0.23
H (2.803, 1.764, 0.450)  0.22
H (0.946, -0.650, 1.063)  0.18
H (0.032, 0.549, 0.231)  0.14
H (1.730, 1.873, 2.393)  0.22
H (-0.057, 2.033, 2.124)  0.21
H (0.731, 0.720, 3.185)  0.22

## Properties
E_HOMO: -14.026 eV
Net charge: +1
2S+1: 1
HOMO-LUMO gap: 9.67 eV



Relative energies in kJ/mol: *1* 42.3; *2* 0.0; *3* 266.2



*1*
This record from OMol25 describes 2 unconnected molecules or ions with the total composition C5H15N3. The level of theory is ωB97M-V/def2-TZVPD.

Each line ends with the natural charge from an NBO analysis.
Atoms and positions in Å:
H (2.059, -1.643, -0.927)  0.34
N (1.261, -2.299, -0.900)  -0.71
C (0.701, -2.203, 0.231)  0.28
N (-0.512, -2.786, 0.580)  -0.62
C (-1.338, -2.029, 1.504)  -0.42
H (1.096, -1.624, 1.082)  0.14
H (-0.957, -3.199, -0.208)  0.39
H (-1.929, -2.643, 2.209)  0.21
H (-0.743, -1.426, 2.215)  0.21
H (-2.013, -1.259, 0.996)  0.19
C (-0.931, 0.929, -0.117)  -0.43
N (-0.150, 2.009, -0.643)  -0.42
C (0.754, 2.490, 0.414)  -0.43
C (0.655, 1.462, -1.813)  -0.44
H (-1.520, 1.339, 0.755)  0.20
H (-0.390, -0.009, 0.079)  0.16
H (-1.596, 0.730, -0.933)  0.20
H (1.240, 3.329, -0.113)  0.20
H (0.222, 2.862, 1.272)  0.20
H (1.573, 1.812, 0.759)  0.16
H (1.247, 2.296, -2.182)  0.20
H (-0.002, 1.275, -2.709)  0.21
H (1.273, 0.586, -1.550)  0.18

## Properties
E_HOMO: -8.846 eV
SMILES: [H]/N=C/NC.CN(C)C
2S+1: 1
HOMO-LUMO gap: 9.77 eV



*2*
This record from OMol25 describes C5H15N3 in the gas phase. The level of theory is ωB97M-V/def2-TZVPD.

Each line ends with the natural charge from an NBO analysis.
Atoms and positions in Å:
N (-2.626, -0.320, -0.668)  -0.85
C (-1.496, -0.996, -1.279)  -0.21
C (-0.256, -1.260, -0.357)  -0.46
C (1.024, -0.952, -0.985)  -0.41
C (1.412, 0.559, -0.722)  -0.22
N (1.741, 0.806, 0.685)  -0.65
C (0.812, 1.749, 1.450)  -0.07
N (-0.332, 1.252, 2.200)  -0.80
H (-2.452, 0.565, -0.304)  0.36
H (-3.140, -0.854, 0.009)  0.36
H (-1.679, -2.053, -1.812)  0.20
H (-1.149, -0.256, -2.066)  0.18
H (-0.288, -2.296, -0.183)  0.21
H (-0.326, -0.841, 0.680)  0.18
H (1.932, -1.562, -0.579)  0.20
H (1.017, -1.182, -2.119)  0.22
H (2.449, 0.764, -1.400)  0.19
H (0.453, 1.060, -1.039)  0.18
H (1.690, -0.055, 1.167)  0.34
H (1.357, 2.250, 2.216)  0.18
H (0.570, 2.578, 0.687)  0.18
H (-0.807, 0.614, 1.558)  0.34
H (0.093, 0.431, 2.860)  0.33

## Properties
E_HOMO: -8.935 eV
SMILES: NCCCCNCN
2S+1: 1
HOMO-LUMO gap: 9.92 eV



*3*
This record from OMol25 describes a molecular structure, C5H15N3. The level of theory is ωB97M-V/def2-TZVPD.

Each line ends with the natural charge from an NBO analysis.
Atoms and positions in Å:
C (1.784, 1.093, -1.256)  -0.21
N (1.556, 2.410, -1.182)  -0.50
C (-2.372, -1.580, -0.313)  -0.43
N (-1.344, -2.271, 0.440)  -0.77
C (0.538, 0.360, -0.364)  0.02
C (0.483, 0.974, 1.049)  -0.42
C (-0.543, 0.366, 1.994)  -0.62
N (0.639, -1.006, -0.315)  -0.65
H (2.678, 0.778, -0.743)  0.22
H (1.743, 0.791, -2.303)  0.19
H (1.087, 2.682, -2.047)  0.31
H (-2.882, -0.795, 0.236)  0.18
H (-1.917, -0.979, -1.124)  0.15
H (-1.280, -3.205, 0.043)  0.34
H (-3.098, -2.251, -0.772)  0.20
H (-0.350, 0.616, -0.943)  0.19
H (1.466, 0.761, 1.459)  0.21
H (0.360, 2.053, 0.884)  0.23
H (-0.460, 0.788, 2.983)  0.22
H (-0.393, -0.715, 2.024)  0.24
H (-1.571, 0.461, 1.633)  0.20
H (-0.273, -1.647, 0.184)  0.36
H (0.537, -1.427, -1.241)  0.35

## Properties
E_HOMO: -7.797 eV
2S+1: 1
HOMO-LUMO gap: 5.48 eV



Relative energies in kJ/mol: *1* 0.0; *2* 72.4; *3* 432.9



*1*
This record from OMol25 describes 2 unconnected molecules or ions with the total composition C5H15N3. The level of theory is ωB97M-V/def2-TZVPD.

Each line ends with the natural charge from an NBO analysis.
Atoms and positions in Å:
C (1.073, -1.574, 1.908)  -0.63
C (0.667, -0.237, 1.336)  -0.45
C (1.208, 0.244, 0.150)  0.39
N (2.113, -0.476, -0.633)  -0.82
N (1.203, 1.616, -0.165)  -0.84
H (2.084, -1.557, 2.328)  0.21
H (1.024, -2.357, 1.148)  0.20
H (0.395, -1.843, 2.714)  0.22
H (0.518, 0.524, 2.097)  0.21
H (2.078, -0.229, -1.613)  0.38
H (2.094, -1.471, -0.471)  0.39
H (2.096, 1.959, -0.496)  0.38
H (0.819, 2.196, 0.567)  0.38
C (-2.059, 0.990, -1.774)  -0.61
C (-1.602, -0.215, -0.960)  -0.21
N (-1.978, -0.176, 0.409)  -0.83
H (-1.732, 0.910, -2.809)  0.21
H (-1.632, 1.899, -1.354)  0.20
H (-3.147, 1.066, -1.745)  0.21
H (-1.939, -1.153, -1.419)  0.18
H (-0.444, -0.205, -0.987)  0.15
H (-1.795, 0.751, 0.791)  0.33
H (-1.043, -0.662, 0.978)  0.37

## Properties
E_HOMO: -7.507 eV
SMILES: CC=C(N)N.CCN
2S+1: 1
HOMO-LUMO gap: 8.37 eV



*2*
This record from OMol25 describes C5H15N3 in the gas phase. The level of theory is ωB97M-V/def2-TZVPD.

Each line ends with the natural charge from an NBO analysis.
Atoms and positions in Å:
C (3.618, -0.238, 0.631)  -0.42
N (2.206, -0.348, 0.173)  -0.62
C (1.755, 0.864, -0.529)  -0.23
C (0.455, 0.600, -1.263)  -0.23
N (-0.672, 0.625, -0.284)  -0.62
C (-1.733, -0.323, -0.643)  -0.23
C (-2.944, -0.154, 0.269)  -0.23
N (-2.865, -1.023, 1.458)  -0.86
H (3.725, 0.411, 1.498)  0.17
H (3.952, -1.246, 0.840)  0.20
H (4.219, 0.039, -0.231)  0.19
H (1.685, -0.416, 1.038)  0.34
H (2.549, 1.146, -1.219)  0.19
H (1.585, 1.694, 0.155)  0.17
H (0.283, 1.486, -1.856)  0.19
H (0.449, -0.310, -1.857)  0.19
H (-0.305, 0.289, 0.606)  0.33
H (-2.042, -0.068, -1.666)  0.18
H (-1.368, -1.359, -0.652)  0.18
H (-3.831, -0.454, -0.275)  0.19
H (-2.983, 0.891, 0.567)  0.19
H (-3.707, -1.528, 1.688)  0.37
H (-2.522, -0.536, 2.265)  0.36

## Properties
E_HOMO: -8.792 eV
SMILES: CNCCNCCN
2S+1: 1
HOMO-LUMO gap: 9.94 eV



Relative energies in kJ/mol: *1* 57.4; *2* 0.0



*1*
This record from OMol25 describes C3H5NO2 in the gas phase. The level of theory is ωB97M-V/def2-TZVPD.

Each line ends with the natural charge from an NBO analysis.
Atoms and positions in Å:
C (-1.735, 0.649, -0.136)  -0.23
O (-0.633, -0.181, -0.487)  -0.53
C (0.529, -0.079, 0.348)  -0.15
C (1.733, -0.672, -0.287)  0.48
N (2.198, -1.576, -1.045)  -0.12
O (3.034, -0.840, 0.047)  -0.42
H (-2.375, 0.340, -0.994)  0.21
H (-1.445, 1.615, -0.110)  0.17
H (-2.162, 0.309, 0.710)  0.17
H (0.494, 1.015, 0.612)  0.21
H (0.360, -0.579, 1.343)  0.22

## Properties
E_HOMO: -9.362 eV
SMILES: COCC1=NO1
2S+1: 1
HOMO-LUMO gap: 9.99 eV



*2*
This record from OMol25 describes 2 unconnected molecules or ions with the total composition C3H5NO2. The level of theory is ωB97M-V/def2-TZVPD.

Each line ends with the natural charge from an NBO analysis.
Atoms and positions in Å:
C (0.289, -1.045, -1.565)  -0.35
C (-0.377, 1.040, -0.490)  0.26
O (-0.739, 2.153, -0.196)  -0.59
C (-0.006, 0.091, 0.721)  0.54
O (0.364, -1.027, 0.358)  -0.51
N (-0.121, 0.550, 1.950)  -0.76
H (1.005, -0.397, -2.053)  0.20
H (0.643, -2.062, -1.416)  0.18
H (-0.709, -0.985, -1.978)  0.20
H (-0.447, 1.512, 2.004)  0.42
H (0.089, 0.023, 2.784)  0.41

## Properties
E_HOMO (spin up / spin down): -7.269 / -7.271 eV
2S+1: 1
HOMO-LUMO gap (spin up / spin down): 7.80 / 7.80 eV



*3*
This record from OMol25 describes 2 unconnected molecules or ions with the total composition C3H5NO2. The level of theory is ωB97M-V/def2-TZVPD.

Each line ends with the natural charge from an NBO analysis.
Atoms and positions in Å:
C (-1.438, 0.230, 0.118)  -0.50
C (-0.771, -0.930, -0.410)  0.61
O (-1.149, -1.865, -1.064)  -0.58
O (0.562, -1.045, 0.100)  -0.54
C (1.472, -0.076, 0.278)  0.41
N (1.173, 1.130, 0.498)  -0.70
H (-1.256, 0.510, 1.190)  0.27
H (-0.740, 0.335, -1.163)  0.29
H (-2.363, 0.572, -0.303)  0.23
H (2.476, -0.519, 0.209)  0.16
H (2.034, 1.658, 0.548)  0.35

## Properties
E_HOMO: -9.979 eV
2S+1: 1
HOMO-LUMO gap: 10.14 eV



*4*
This record from OMol25 describes 2 unconnected molecules or ions with the total composition C3H5NO2. The level of theory is ωB97M-V/def2-TZVPD.

Each line ends with the natural charge from an NBO analysis.
Atoms and positions in Å:
N (2.226, 0.675, 0.618)  -0.79
C (1.650, 1.377, -0.187)  0.87
O (0.959, 2.010, -0.889)  -0.50
H (3.217, 0.508, 0.660)  0.43
C (-1.511, -0.180, 0.235)  -0.73
C (-0.694, -1.285, -0.377)  0.44
O (-1.149, -2.186, -1.041)  -0.52
H (-2.575, -0.360, 0.064)  0.23
H (-1.303, -0.111, 1.309)  0.23
H (-1.219, 0.778, -0.212)  0.24
H (0.399, -1.226, -0.180)  0.10

## Properties
E_HOMO: -9.782 eV
SMILES: N=C=O.CC=O
2S+1: 1
HOMO-LUMO gap: 10.33 eV



Relative energies in kJ/mol: *1* 459.8; *2* 351.0; *3* 294.6; *4* 0.0



*1*
This record from OMol25 describes C3H5NO2 in the gas phase. The level of theory is ωB97M-V/def2-TZVPD.

Each line ends with the natural charge from an NBO analysis.
Atoms and positions in Å:
N (0.746, -1.238, -1.577)  -0.69
C (0.372, -0.680, -0.517)  0.78
O (1.324, -0.136, 0.348)  -0.50
C (1.982, 0.965, 0.055)  0.16
C (-1.195, 0.339, 0.997)  -0.26
O (-0.870, -0.602, -0.038)  -0.50
H (-0.057, -1.606, -2.080)  0.36
H (1.598, 1.270, -0.943)  0.05
H (-0.378, 0.462, 1.703)  0.21
H (-2.064, -0.078, 1.502)  0.21
H (-1.457, 1.304, 0.550)  0.19

## Properties
E_HOMO: -9.192 eV
2S+1: 1
HOMO-LUMO gap: 9.48 eV



*2*
This record from OMol25 describes 2 unconnected molecules or ions with the total composition C3H5NO2. The level of theory is ωB97M-V/def2-TZVPD.

Each line ends with the natural charge from an NBO analysis.
Atoms and positions in Å:
H (0.861, -1.830, 0.622)  0.34
N (0.490, -0.881, 0.679)  -0.66
C (-0.647, -0.787, 0.121)  0.16
C (-1.395, 0.505, 0.110)  -0.68
H (-1.152, -1.643, -0.349)  0.15
H (-2.193, 0.460, 0.865)  0.23
H (-0.720, 1.325, 0.354)  0.24
H (-1.863, 0.686, -0.861)  0.22
O (3.072, 0.021, -0.133)  -0.52
C (2.212, 0.717, -0.500)  1.05
O (1.393, 1.440, -0.913)  -0.54

## Properties
E_HOMO: -10.305 eV
SMILES: [H]/N=C/C.O=C=O
2S+1: 1
HOMO-LUMO gap: 11.13 eV



*3*
This record from OMol25 describes C3H5NO2 in the gas phase. The level of theory is ωB97M-V/def2-TZVPD.

Each line ends with the natural charge from an NBO analysis.
Atoms and positions in Å:
C (1.124, 0.154, -1.371)  -0.61
C (0.326, -0.223, -0.369)  0.49
O (0.137, -1.518, -0.008)  -0.68
N (-0.392, 0.653, 0.442)  -0.63
C (-1.250, 0.335, 1.473)  0.53
O (-1.751, 1.178, 2.184)  -0.58
H (1.771, -0.587, -1.828)  0.21
H (1.168, 1.175, -1.727)  0.22
H (0.465, -2.059, -0.741)  0.50
H (-0.172, 1.636, 0.361)  0.42
H (-1.426, -0.744, 1.585)  0.14

## Properties
E_HOMO: -8.889 eV
SMILES: C=C(O)NC=O
2S+1: 1
HOMO-LUMO gap: 9.47 eV



*4*
This record from OMol25 describes C3H5NO2 in the gas phase. The level of theory is ωB97M-V/def2-TZVPD.

Each line ends with the natural charge from an NBO analysis.
Atoms and positions in Å:
N (-1.944, -1.097, 1.166)  -0.51
C (-0.826, -1.081, 0.832)  0.64
O (0.463, -1.137, 0.823)  -0.47
C (1.121, -0.220, -0.097)  -0.08
C (0.138, 0.901, -0.454)  -0.10
O (-1.052, 0.269, -0.846)  -0.78
H (1.387, -0.812, -0.969)  0.20
H (2.015, 0.114, 0.421)  0.20
H (0.001, 1.570, 0.409)  0.18
H (0.559, 1.492, -1.280)  0.19
H (-1.862, 0.001, -0.005)  0.53

## Properties
E_HOMO: -10.066 eV
SMILES: N#COCCO
2S+1: 1
HOMO-LUMO gap: 10.80 eV



Relative energies in kJ/mol: *1* 421.0; *2* 0.0; *3* 71.6; *4* 328.4



*1*
This record from OMol25 describes C3H5NO2 in the gas phase. The level of theory is ωB97M-V/def2-TZVPD.

Each line ends with the natural charge from an NBO analysis.
Atoms and positions in Å:
H (3.199, 0.520, 0.060)  0.35
N (2.199, 0.602, -0.113)  -0.63
C (1.546, -0.018, 0.762)  0.40
O (0.173, 0.001, 0.753)  -0.55
C (-0.498, -0.430, -0.369)  0.81
C (-1.880, 0.157, -0.390)  -0.72
O (-0.028, -1.189, -1.167)  -0.55
H (1.921, -0.565, 1.633)  0.16
H (-2.419, -0.110, 0.524)  0.24
H (-1.805, 1.248, -0.425)  0.24
H (-2.408, -0.216, -1.267)  0.24

## Properties
E_HOMO: -10.574 eV
SMILES: [H]/N=C/OC(C)=O
2S+1: 1
HOMO-LUMO gap: 11.48 eV



*2*
This record from OMol25 describes C3H5NO2 in the gas phase. The level of theory is ωB97M-V/def2-TZVPD.

Each line ends with the natural charge from an NBO analysis.
Atoms and positions in Å:
H (2.445, 0.858, 1.029)  0.36
N (1.583, 0.335, 0.942)  -0.74
C (1.251, 0.191, -0.266)  0.43
O (0.403, -0.862, -0.698)  -0.53
C (-0.802, -0.929, 0.023)  -0.19
C (-1.346, 0.482, -0.128)  0.42
O (-0.605, 1.395, -0.411)  -0.49
H (1.631, 0.698, -1.154)  0.16
H (-0.637, -1.181, 1.081)  0.22
H (-1.508, -1.680, -0.376)  0.21
H (-2.414, 0.693, -0.043)  0.13

## Properties
E_HOMO: -9.607 eV
SMILES: [H]/N=C/OCC=O
2S+1: 1
HOMO-LUMO gap: 10.44 eV



*3*
This record from OMol25 describes C3H5NO2 in the gas phase. The level of theory is ωB97M-V/def2-TZVPD.

Each line ends with the natural charge from an NBO analysis.
Atoms and positions in Å:
H (0.642, -2.648, 0.079)  0.35
N (0.201, -1.832, 0.490)  -0.70
C (0.689, -0.714, 0.157)  0.54
O (1.680, -0.344, -0.674)  -0.67
C (-0.062, 0.490, 0.619)  -0.04
C (-1.184, 0.764, -0.244)  -0.09
O (0.034, 1.583, -0.291)  -0.51
H (1.443, 0.617, -0.840)  0.51
H (-0.041, 0.775, 1.665)  0.22
H (-2.106, 1.159, 0.174)  0.20
H (-1.296, 0.151, -1.136)  0.20

## Properties
E_HOMO: -10.339 eV
SMILES: [H]/N=C(\O)[C@@H]1CO1
2S+1: 1
HOMO-LUMO gap: 11.29 eV



Relative energies in kJ/mol: *1* 0.0; *2* 149.4; *3* 143.4